16
Properties=species:S:1:pos:R:3:forces:R:3 method="wB97M-V/def2-TZVPD" multiplicity=2 lumo_ev="-4.1 / -8.7" de_lowest_kcal_mol=0.0 s_squared=0.7637 homo_lumo_gap_ev="11.12 / 6.39" total_charge=+1
K 2.479 1.694 1.762 -0.09 0.12 -0.02
S -1.017 1.157 0.278 -4.48 1.50 -0.94
S 0.711 -0.156 -1.046 1.95 -3.77 -5.60
F -2.158 0.042 2.404 0.83 0.54 2.91
F 3.038 -0.850 0.011 0.21 -0.56 -0.68
F 2.688 -1.617 -2.087 0.53 0.35 0.93
F 1.659 -2.488 -0.425 0.10 -1.57 0.92
F -2.545 -1.128 0.748 0.34 -1.32 -1.40
F -3.612 0.693 0.981 0.56 0.50 -0.24
O -0.781 2.306 1.106 1.14 -0.82 0.34
O -0.376 -0.836 -1.820 2.49 1.41 1.95
O 1.349 1.031 -1.574 -0.57 0.17 0.16
O -1.559 1.438 -1.060 1.80 -1.08 2.41
N 0.391 0.049 0.424 -2.61 1.64 1.95
C 2.194 -1.417 -0.879 -2.09 2.11 -1.15
C -2.461 0.081 1.176 -0.12 0.78 -1.54

***

92
Properties=species:S:1:pos:R:3:forces:R:3 method="wB97M-V/def2-TZVPD" multiplicity=3 lumo_ev="-5.8 / -7.0" s_squared=2.0049 homo_lumo_gap_ev="4.10 / 2.82" total_charge=+1
Pd 4.720 -10.366 -15.504 -0.45 -0.02 -0.40
O 8.381 -12.369 -28.653 0.46 -1.30 -1.29
O -1.126 -12.229 -14.841 -1.75 -0.02 1.45
O 4.470 -7.731 -27.714 -0.43 -0.06 0.12
O 2.586 -9.347 -17.995 -0.45 -1.31 0.53
O 9.914 -20.933 -13.566 0.92 -0.64 0.80
O 11.788 -10.055 -18.069 -0.25 -2.95 0.63
O 5.909 -13.658 -18.456 0.39 -1.05 -1.13
O 10.839 -12.536 -14.000 -0.63 -2.08 -1.46
N 8.872 -19.423 -14.760 -1.72 3.04 -2.77
N 0.828 -10.919 -16.074 -1.21 -0.92 -1.09
N 6.581 -9.259 -27.752 0.29 -1.93 0.77
N 9.315 -10.523 -15.420 -0.26 1.11 0.70
N 7.701 -20.777 -13.451 -3.22 -0.78 0.82
C 11.996 -13.338 -14.246 0.65 0.11 1.59
C 10.169 -9.803 -16.372 0.49 -1.86 -0.49
C 5.536 -9.824 -26.853 -0.74 2.38 -1.05
C 12.423 -10.918 -19.002 1.40 1.22 -1.35
C 8.877 -20.403 -13.902 3.28 -1.69 1.19
C -2.408 -12.145 -14.119 1.06 -0.50 -0.68
C 0.305 -12.219 -16.634 0.80 -0.27 -1.04
C 7.996 -11.398 -27.771 -0.57 2.77 -0.87
C 7.421 -13.327 -29.100 1.62 -0.36 0.03
C 1.239 -9.784 -18.280 -0.99 2.04 2.45
C 0.412 -9.772 -16.926 0.99 -0.98 -0.40
C 7.506 -15.419 -19.324 -0.02 1.91 -1.29
C 9.782 -10.342 -14.045 0.47 -0.75 -0.68
C 4.609 -8.572 -26.614 1.01 -1.29 1.05
C -1.190 -12.445 -16.228 2.20 0.28 0.29
C 6.024 -14.894 -19.133 0.20 -2.01 1.03
C 7.151 -10.284 -28.580 0.77 -2.01 0.25
C 3.605 -8.326 -28.658 0.53 0.66 -0.52
C 5.239 -14.904 -20.460 0.75 1.75 0.40
C 3.343 -8.917 -19.109 -0.43 -0.16 -0.33
C 10.792 -10.836 -17.367 -1.72 2.92 -0.67
C 11.098 -11.192 -13.874 -0.65 1.54 1.51
H 9.949 -9.291 -13.809 0.27 0.00 -0.19
H 4.881 -10.617 -27.214 0.23 -0.28 -1.16
H 13.313 -10.379 -19.326 -0.01 0.22 -0.16
H 11.846 -11.082 -19.912 -0.48 -0.02 0.10
H 5.786 -14.093 -20.940 -0.43 -0.17 -1.18
H 7.768 -9.965 -29.420 0.73 0.80 0.61
H -1.743 -11.640 -16.712 -0.67 -0.39 -0.20
H 4.354 -9.325 -19.097 0.10 0.08 0.37
H 6.230 -8.502 -28.321 -0.32 -0.01 0.31
H 7.599 -21.632 -12.923 0.21 0.27 -0.21
H -3.059 -13.002 -14.290 0.24 -0.30 -0.33
H 8.904 -10.873 -27.474 0.17 -0.09 0.10
H 0.458 -12.291 -17.711 -0.45 0.32 -0.20
H 6.440 -10.822 -29.206 -0.99 -0.42 0.41
H 9.576 -9.003 -16.815 0.18 -0.24 -0.58
H 12.580 -13.204 -15.156 -0.60 0.51 -0.50
H 7.572 -16.251 -20.024 -0.60 -0.96 1.00
H 3.635 -7.642 -29.505 -0.28 -0.27 -0.16
H 3.355 -7.827 -19.078 0.17 0.02 -0.46
H 11.041 -11.800 -16.922 1.01 0.29 0.40
H 0.469 -8.864 -16.326 0.84 0.20 -0.29
H 8.915 -10.628 -13.449 0.57 -0.53 0.72
H 4.008 -9.298 -28.943 -0.25 -0.18 -0.22
H 11.821 -14.406 -14.113 -0.75 0.18 -0.23
H 12.690 -13.114 -13.435 0.37 0.08 0.12
H 0.161 -11.018 -15.322 0.44 1.38 1.46
H 9.989 -11.092 -18.057 -0.07 -0.17 -0.51
H -0.646 -9.745 -17.186 -0.29 -0.62 -0.32
H 9.616 -18.767 -14.951 -0.07 -0.68 0.21
H 11.061 -9.323 -15.969 -0.17 0.04 0.76
H 5.829 -10.267 -25.901 0.80 0.62 0.13
H 9.334 -11.530 -15.499 0.16 -0.15 -0.78
H 1.002 -12.994 -16.315 -0.49 -0.27 0.68
H 5.552 -15.687 -18.554 -0.14 0.06 0.68
H 5.101 -7.989 -25.836 -0.52 0.11 0.18
H 3.658 -9.038 -26.354 -0.39 0.64 0.59
H 11.440 -11.020 -12.854 0.48 0.25 0.20
H 6.731 -12.997 -29.877 -0.70 0.52 0.78
H 5.250 -15.855 -20.992 0.36 0.13 0.21
H 1.103 -10.744 -18.779 0.60 0.08 -0.11
H 7.093 -13.864 -28.209 -1.01 0.09 -0.24
H -1.489 -13.477 -16.411 -0.38 0.20 -0.53
H 2.902 -9.316 -20.021 -0.07 0.38 -0.22
H 0.699 -8.991 -18.797 0.36 -0.02 -0.84
H 11.885 -10.905 -14.571 -0.08 0.47 -0.15
H 8.079 -14.786 -20.001 -0.12 1.11 0.14
H 7.576 -11.775 -26.838 -0.69 -0.14 -0.07
H 12.857 -11.876 -18.717 -0.61 -0.17 1.03
H 6.867 -20.306 -13.770 0.10 -0.32 0.31
H -2.131 -12.188 -13.065 -0.15 0.50 -0.13
H 7.943 -19.247 -15.116 0.50 0.80 -0.36
H 4.206 -14.587 -20.317 0.05 -0.06 0.10
H 8.127 -15.433 -18.428 -0.47 -0.64 0.08
H -2.978 -11.270 -14.432 0.23 0.27 0.27
H 7.990 -14.054 -29.679 0.37 -0.13 0.21
H 2.589 -8.408 -28.271 -0.09 -0.11 0.04